Entry 1:
# C5H14N2O2

2 unconnected molecules or ions with the total composition C5H14N2O2 (ωB97M-V/def2-TZVPD, OMol25).

The geometry in XYZ format:
```
23
Properties=species:S:1:pos:R:3:forces:R:3:lowdin_charge:R:1
C 2.116159 -0.334909 -1.806705 -0.124 -0.298 0.144 -0.0399
C 1.325144 -0.991218 -0.660261 -0.454 0.347 0.495 -0.3897
C 2.185864 -1.083917 0.593715 0.478 0.054 0.054 -0.0697
N 0.122370 -0.201668 -0.350191 0.198 -0.241 -0.194 0.0781
C -1.137497 -0.700180 -0.435024 -0.013 -0.111 -0.060 -0.4921
O -1.382044 -1.835636 -0.803104 -0.038 -0.080 0.121 0.0498
C -2.232845 0.249713 0.032077 0.376 -0.029 0.044 -0.1896
N -2.742499 -0.129251 1.353311 -0.158 -0.158 -0.084 0.0154
H 1.687001 0.634866 -2.045001 0.005 0.103 -0.046 0.0729
H 2.083293 -0.938418 -2.712171 0.121 0.024 -0.016 0.0759
H 3.150038 -0.175367 -1.493276 -0.019 -0.079 -0.240 0.0715
H 0.930402 -1.981764 -0.895960 0.205 0.134 -0.241 0.1338
H 3.065703 -1.705447 0.390135 -0.204 -0.047 0.135 0.0831
H 2.576491 -0.102987 0.870339 -0.015 0.180 -0.096 0.0766
H 1.659005 -1.450383 1.473093 -0.134 -0.259 -0.159 0.0767
H 0.265082 0.771780 -0.138016 -0.145 0.029 0.112 0.1331
H -3.007682 0.286416 -0.735357 0.018 -0.044 0.080 0.1245
H -1.757489 1.223234 0.101977 -0.187 0.448 -0.063 0.0657
H -2.324340 -1.005035 1.641064 -0.020 -0.026 0.037 0.0677
H -3.742199 -0.296734 1.331373 0.140 0.071 -0.064 0.0678
O -0.825962 3.622831 1.383590 0.157 0.012 -0.101 -0.0561
H -1.491899 3.159103 0.868284 -0.092 -0.001 0.088 0.0099
H -0.522097 2.984970 2.036106 -0.094 -0.029 0.055 0.0344
```
Forces are in eV/Å.

Calculated values
SMILES   CC(C)NC(=O)CN.O
Multiplicity   1

***

Entry 2:
# C5H14N2O2

2 unconnected molecules or ions with the total composition C5H14N2O2 in a non-equilibrium geometry (ωB97M-V/def2-TZVPD, OMol25).

The geometry in XYZ format:
```
23
Properties=species:S:1:pos:R:3:forces:R:3:lowdin_charge:R:1
C -0.935052 -0.547512 0.771433 0.127 -0.354 0.493 -0.3990
C 1.466648 -0.798333 2.081958 -0.148 0.115 -0.041 -0.0838
C -1.723406 -1.468788 1.558028 -0.068 0.208 0.164 -0.1396
N 0.627590 -1.283636 0.979172 -1.446 -0.257 0.509 -0.0358
O -0.799625 0.823307 1.097105 0.267 -0.313 0.029 -0.0692
H -1.152532 0.942440 1.985857 -0.081 -0.059 -0.002 0.1038
H 1.144682 -1.277736 0.102726 -0.023 -0.391 -0.008 0.1196
H -1.098697 -0.614556 -0.301948 0.251 -0.067 0.001 0.1173
H 1.720877 0.248042 1.926930 0.044 -0.031 -0.028 0.0703
H 2.381800 -1.389962 2.147576 -0.099 0.060 0.004 0.0881
H 0.909529 -0.902462 3.013353 0.002 -0.032 -0.026 0.0865
H -2.676626 -1.777173 1.145279 0.044 0.038 -0.075 0.0085
H -0.051378 -2.149650 1.313676 1.166 1.059 -0.987 0.1465
H -1.766364 -1.239577 2.626048 -0.037 0.070 -0.028 0.0137
C -0.208693 1.111232 -3.510758 -0.052 -0.157 -0.005 -0.0787
C 0.132710 1.352019 -2.078468 -0.008 -0.026 0.185 -0.2345
O 1.565520 1.397473 -0.322197 -0.258 -0.184 0.046 -0.0948
N 1.285331 1.055464 -1.638926 0.077 0.262 -0.150 -0.0133
H 0.726780 1.568556 0.157727 0.076 -0.033 -0.156 0.0500
H -0.633965 1.787768 -1.429948 0.121 0.095 0.029 0.1202
H 0.650908 0.706292 -4.042053 -0.027 0.006 0.022 0.0759
H -1.046034 0.413502 -3.593749 0.033 0.020 -0.026 0.0730
H -0.520003 2.043291 -3.988820 0.040 -0.028 0.048 0.0753
```
Forces are in eV/Å.

Calculated values
Multiplicity   1

***

Entry 3:
# C5H14N2O3

A molecular structure, C5H14N2O3 in a non-equilibrium geometry (ωB97M-V/def2-TZVPD, OMol25).

The geometry in XYZ format:
```
24
Properties=species:S:1:pos:R:3:forces:R:3:lowdin_charge:R:1
C -1.965468 -0.927411 -0.473802 0.029 0.906 -0.333 -0.2172
C -1.330017 -2.207030 -0.152050 1.513 -0.210 -0.205 -0.0468
N -2.648503 -0.265864 0.466841 0.336 0.147 0.024 0.1275
O -0.479638 0.346630 -0.936405 -0.636 -0.307 0.225 -0.1326
H -0.380739 0.414843 -1.894176 -0.220 0.005 -0.041 0.0642
H -2.351162 -0.789924 -1.477078 0.124 0.026 0.069 0.1364
H -2.363152 -0.384536 1.429293 -0.025 -0.079 -0.097 0.1114
H -2.980120 0.661111 0.243683 -0.072 -0.107 -0.043 0.1191
H -1.821471 -3.035009 -0.661792 -0.099 0.064 0.008 0.0909
H -1.261473 -2.404464 0.917995 -0.226 0.084 0.017 0.0892
H -0.256335 -2.123779 -0.506803 -0.961 -0.232 0.247 0.0800
C 1.584420 0.785223 0.621229 -0.599 0.212 -0.075 -0.3738
C 1.361736 2.282714 0.454626 0.007 -0.119 0.079 -0.0601
C 1.279456 -0.036201 -0.647191 1.593 -1.579 0.333 -0.6001
N 0.845725 0.285442 1.780380 0.029 0.055 -0.119 0.0536
O 1.890653 0.557900 -1.761056 -0.632 0.109 0.122 0.0345
O 1.360741 -1.294037 -0.579520 -0.038 1.095 -0.147 -0.0743
H 2.154453 -0.183865 -2.324307 -0.096 -0.039 0.141 0.1117
H 2.647601 0.601943 0.813103 -0.083 -0.059 -0.135 0.1497
H -0.140114 0.484153 1.631520 0.064 -0.007 0.004 0.0483
H 0.947069 -0.725438 1.811400 -0.022 0.045 -0.046 0.0694
H 0.314046 2.484926 0.229720 -0.012 -0.003 0.001 0.0686
H 1.626920 2.800879 1.376981 0.025 -0.023 -0.021 0.0753
H 1.965373 2.671792 -0.362590 -0.001 0.016 -0.005 0.0751
```
Forces are in eV/Å.

Calculated values
Multiplicity   1

***

Entry 4:
# C5H14N2PS

A gas-phase ion, C5H14N2PS (charge +1) in a non-equilibrium geometry (ωB97M-V/def2-TZVPD, OMol25).

The geometry in XYZ format:
```
23
Properties=species:S:1:pos:R:3:forces:R:3:lowdin_charge:R:1
C 0.559753 0.036877 0.911556 1.685 -0.627 -1.488 -0.3070
C -1.871248 1.245748 3.036021 0.339 -0.235 2.819 -0.0925
C 1.944537 -1.329738 -1.808929 0.038 -0.305 3.107 -0.2240
C -0.547760 -0.458631 -3.077622 4.456 0.270 -1.105 -0.1765
C -1.522314 0.056837 2.192998 -0.154 -0.740 -0.578 -0.2251
N -0.166250 -0.052917 -0.178003 1.663 0.052 -3.096 -0.1238
N -0.040352 -0.082636 2.049118 -1.424 0.694 2.337 0.0416
P 0.641060 -0.104704 -1.707594 -1.720 0.573 0.218 0.5236
S 1.596450 1.648503 -2.309903 -0.004 -0.146 0.677 0.5622
H 1.704428 0.102452 0.892699 -1.575 -0.022 0.384 0.1597
H -1.363738 2.164788 2.693702 -0.226 -0.478 0.292 0.0931
H -2.931885 1.417092 3.119413 -0.525 0.075 -0.771 0.0731
H -1.699840 1.031114 4.145510 0.591 0.530 -1.301 0.1022
H 2.901817 -0.820069 -1.560787 -0.467 -0.590 -0.621 0.0522
H 1.979033 -2.024592 -2.643683 -0.038 0.303 -0.059 0.0682
H 1.672763 -1.866092 -0.834163 0.648 -0.143 -1.401 0.0769
H -1.492966 -0.092662 -2.895962 -2.134 0.407 0.202 0.0229
H -0.370076 -1.499928 -3.324614 -0.943 -0.418 0.398 0.0499
H -0.030555 0.008191 -4.003897 -1.083 -0.194 1.499 0.0894
H -1.916890 -0.935532 2.474860 0.102 0.627 0.489 0.1341
H -2.004837 0.251869 1.252503 0.505 -0.170 -0.804 0.0943
H 0.419993 -0.032274 2.963385 0.265 0.043 -0.901 0.1672
H 2.538877 1.336304 -1.386607 0.003 0.496 -0.295 -0.1619
```
Forces are in eV/Å.

Calculated values
Charge   +1
Multiplicity   1

***

Entry 5:
# C5H14N2S

2 unconnected molecules or ions with the total composition C5H14N2S in a non-equilibrium geometry (ωB97M-V/def2-TZVPD, OMol25).

The geometry in XYZ format:
```
22
Properties=species:S:1:pos:R:3:forces:R:3:lowdin_charge:R:1
C -0.016210 -2.502628 0.219227 1.121 -0.204 0.114 -0.1429
N 1.179935 -1.730171 -0.183751 0.082 -0.955 0.177 -0.0481
C 1.978146 -1.333930 0.716919 0.534 0.479 -0.693 -0.3755
N 1.827261 -1.430410 2.080336 -2.004 -0.507 0.351 0.0635
H -0.398947 -2.946727 -0.695549 -0.158 -0.180 0.137 0.0609
H -0.753397 -1.813181 0.591103 -0.649 0.241 0.384 0.0531
H 0.174015 -3.315531 0.989897 -0.090 0.940 -0.828 0.0940
H 2.926989 -0.863697 0.392852 -0.542 -0.121 0.178 0.1204
H 2.227308 -0.663722 2.577002 0.494 0.371 0.256 0.0558
H 0.808468 -1.457958 2.312104 1.275 -0.157 -0.052 0.0879
C -1.484609 1.171934 -2.190290 0.308 0.039 0.245 -0.1058
C -0.315009 1.283712 -1.177854 -1.020 -1.079 -0.434 -0.3398
C -0.858649 1.774992 0.151960 0.795 0.485 -0.126 -0.5540
S 0.549144 1.788631 1.355331 -0.759 0.353 -0.081 0.6869
H -1.164821 0.946475 -3.197627 0.375 0.033 -0.259 0.0638
H -2.029923 2.109031 -2.226859 -0.054 0.312 -0.059 0.0652
H -2.224526 0.415047 -1.965016 -0.044 -0.330 0.467 0.0648
H 0.192703 0.323415 -1.024755 -0.152 0.082 -0.245 0.0661
H 0.413516 1.956192 -1.603317 0.308 0.428 0.150 0.0975
H -1.649496 1.148474 0.544247 -0.094 -0.236 -0.052 0.0656
H -1.262562 2.771586 -0.039430 0.106 0.087 0.515 0.0738
H -0.119335 2.368465 2.373469 0.170 -0.082 -0.144 -0.1530
```
Forces are in eV/Å.

Calculated values
SMILES   C/N=C\N.CCCS
Multiplicity   1

***

no.,E_tot (hartree),frontier orbital gap (eV)
1,-458.908600,10.2
2,-458.718129,7.8
3,-534.090786,9.2
4,-1047.727419,10.5
5,-706.577493,9.7